No. 1
{
  "formula": "C11H21OP",
  "method": "the ωB97M-V functional and the def2-TZVPD basis",
  "largest_force_ev_per_a": 6.41,
  "total_charge": 0,
  "mol_weight_g_mol": 200.26,
  "lumo_energy_ev": [-0.0989, -0.0988],
  "homo_ev": [-8.251, -8.252],
  "e_above_lowest_kcal_mol": 57.1,
  "elements": ["C", "C", "C", "C", "C", "C", "C", "C", "C", "C", "C", "O", "P", "H", "H", "H", "H", "H", "H", "H", "H", "H", "H", "H", "H", "H", "H", "H", "H", "H", "H", "H", "H", "H"],
  "coordinates": [[-1.623, -1.579, 4.658], [-0.978, -1.928, 3.586], [-1.574, 0.413, -1.771], [0.567, 1.784, -1.574], [-1.389, 2.197, -0.030], [0.475, -1.883, -1.167], [2.353, -0.524, -0.195], [0.845, -1.789, 1.296], [0.020, 0.202, 0.286], [-0.595, 1.123, -0.794], [0.920, -0.986, 0.007], [-1.735, -2.853, 1.109], [-0.919, -1.893, 1.862], [-2.314, -0.786, 4.702], [-1.397, -1.976, 5.606], [-2.009, 1.343, -2.255], [-1.088, -0.184, -2.369], [-2.198, -0.170, -1.103], [0.008, 2.493, -2.379], [1.105, 2.425, -0.789], [1.118, 1.144, -2.174], [-0.692, 2.732, 0.498], [-1.905, 2.906, -0.586], [-2.113, 1.680, 0.507], [-0.575, -2.239, -1.059], [1.122, -2.683, -1.524], [0.376, -1.415, -2.107], [3.047, -1.255, -0.294], [2.866, 0.061, 0.571], [2.588, 0.031, -1.013], [1.335, -1.386, 2.103], [1.323, -2.674, 1.205], [-0.954, -0.261, 0.850], [0.551, 0.627, 1.053]],
  "atomic_forces_ev_per_a": [[0.43, 0.38, -0.25], [0.44, -0.11, -2.32], [-1.40, 4.80, 4.00], [-3.22, 3.78, 0.47], [0.99, -1.89, -1.49], [-1.25, -0.40, -0.17], [-0.43, 0.88, 2.10], [-2.73, 1.47, -0.58], [-3.52, -1.98, -1.41], [1.04, -0.06, -0.38], [0.21, -0.44, -0.92], [-0.68, -0.10, -0.79], [1.24, -1.63, 2.54], [-0.93, 0.98, -0.19], [0.30, -0.87, 1.01], [-0.25, -1.80, 0.11], [2.25, -2.97, -3.58], [-0.95, 0.02, -0.42], [1.47, -1.13, 1.87], [-0.11, -0.86, -1.66], [1.44, -1.28, -0.62], [1.38, 1.24, 2.13], [-0.84, 1.10, -1.75], [-1.19, -0.65, 1.68], [0.86, -0.25, 0.51], [0.28, -0.46, 1.15], [0.20, 1.60, -0.94], [1.64, -3.24, -0.22], [-0.89, 0.25, 0.81], [-0.30, 1.79, -2.83], [1.25, 1.79, 1.91], [0.93, -3.40, -0.50], [1.49, 1.26, -1.18], [0.84, 2.16, 1.89]]
}


No. 2
{
  "formula": "C8H7F13NO5S",
  "method": "the ωB97M-V functional and the def2-TZVPD basis",
  "largest_force_ev_per_a": 1.25,
  "total_charge": -1,
  "mol_weight_g_mol": 476.19,
  "lumo_energy_ev": 1.7368,
  "homo_ev": -2.810,
  "elements": ["O", "C", "O", "C", "C", "C", "C", "F", "F", "C", "F", "F", "C", "F", "F", "C", "F", "F", "S", "F", "F", "F", "F", "F", "O", "N", "O", "H", "H", "H", "H", "H", "H", "O", "H"],
  "coordinates": [[2.514, -3.400, 2.634], [2.197, -2.697, 1.727], [2.519, -1.392, 1.664], [2.615, -0.858, 0.348], [2.669, 0.649, 0.428], [1.338, 1.324, 0.738], [0.376, 1.373, -0.451], [0.523, 2.585, -0.970], [0.674, 0.469, -1.447], [-1.126, 1.225, -0.108], [-1.877, 1.649, -1.143], [-1.377, 2.044, 0.931], [-1.587, -0.220, 0.327], [-0.505, -1.034, 0.365], [-2.085, -0.203, 1.567], [-2.587, -0.940, -0.646], [-2.517, -2.250, -0.373], [-2.202, -0.776, -1.906], [-4.429, -0.473, -0.466], [-4.448, 0.263, -1.866], [-4.834, -1.826, -1.197], [-4.462, -1.213, 0.938], [-4.069, 0.900, 0.241], [-5.960, -0.136, -0.291], [3.819, -1.375, -0.227], [3.529, -2.017, -1.508], [3.680, -1.287, -2.391], [1.571, -3.057, 0.892], [1.786, -1.229, -0.261], [3.126, 1.065, -0.471], [3.348, 0.895, 1.249], [0.859, 0.895, 1.622], [1.564, 2.381, 0.944], [2.757, 3.975, -0.133], [2.604, 4.689, -0.760]],
  "atomic_forces_ev_per_a": [[0.00, -0.07, 0.29], [-0.16, -0.03, -0.06], [0.09, -0.06, -0.08], [0.02, -0.16, -0.33], [0.07, 0.08, 0.36], [-0.13, -0.24, 0.18], [0.86, 0.35, 0.53], [-0.73, 0.33, -0.96], [-0.23, -0.11, 0.00], [0.02, 0.04, 0.35], [-0.05, -0.09, -0.12], [-0.07, 0.08, 0.04], [0.22, 0.10, -0.26], [0.04, -0.03, -0.06], [-0.12, -0.01, 0.05], [0.05, -0.20, 0.13], [-0.09, 0.00, 0.12], [-0.01, 0.00, -0.03], [0.10, 0.09, -0.18], [0.03, 0.06, 0.04], [-0.01, 0.00, 0.03], [-0.02, 0.07, -0.06], [-0.05, -0.11, 0.06], [0.02, -0.01, 0.00], [0.18, 0.19, 0.05], [-0.30, 0.03, -0.04], [0.20, -0.07, 0.05], [0.13, 0.14, -0.15], [-0.10, 0.07, 0.11], [-0.20, 0.02, 0.00], [0.05, 0.03, -0.13], [0.05, -0.17, -0.07], [0.06, 0.03, -0.18], [0.10, -0.33, 0.29], [-0.01, 0.02, 0.01]]
}


No. 3
{
  "formula": "C10H18ClCuGaN2OP",
  "method": "the ωB97M-V functional and the def2-TZVPD basis",
  "largest_force_ev_per_a": 6.32,
  "total_charge": 0,
  "mol_weight_g_mol": 381.96,
  "lumo_energy_ev": -3.1137,
  "homo_ev": -7.138,
  "elements": ["N", "C", "C", "Ga", "C", "C", "C", "C", "N", "C", "C", "C", "C", "P", "O", "Cl", "H", "H", "H", "H", "H", "H", "H", "H", "H", "H", "H", "H", "H", "H", "H", "H", "H", "H", "Cu"],
  "coordinates": [[3.511, 1.848, 1.625], [2.469, 1.274, 0.931], [1.581, 0.023, 1.590], [1.643, -1.711, 0.455], [-0.117, -2.143, -0.547], [-1.422, -2.387, 0.416], [-2.471, -1.130, 0.500], [-2.877, -0.467, -0.944], [-2.487, 1.022, -0.848], [-3.350, 2.264, -0.878], [-2.486, 3.677, -0.690], [-0.910, 3.156, -0.525], [-1.037, 1.507, -0.640], [3.295, -1.446, -1.241], [2.823, 0.031, -2.062], [5.235, -1.243, -0.402], [3.632, 1.391, 2.569], [2.247, 1.713, -0.144], [0.474, 0.433, 1.668], [1.973, -0.213, 2.681], [2.184, -2.877, 1.404], [-0.253, -1.325, -1.374], [0.065, -3.168, -1.130], [-2.046, -3.357, 0.147], [-1.000, -2.557, 1.518], [-3.482, -1.562, 0.963], [-2.131, -0.268, 1.234], [-4.033, -0.481, -1.181], [-2.346, -0.972, -1.876], [-4.519, 2.183, -1.014], [-2.886, 4.794, -0.661], [0.036, 3.832, -0.337], [-0.112, 0.759, -0.546], [3.618, 0.673, -2.053], [5.181, -3.271, 1.392]],
  "atomic_forces_ev_per_a": [[-3.59, -2.30, -2.36], [2.27, 0.38, 3.26], [-0.03, 2.24, 0.10], [-0.95, 1.24, 0.33], [-0.47, -1.31, -1.15], [0.13, 0.40, 0.83], [-1.14, -0.60, 0.32], [-0.08, 0.68, 0.02], [2.37, 5.17, 0.17], [2.80, 1.76, 0.44], [1.59, -5.72, -0.07], [-5.02, -3.76, -0.75], [-1.05, 3.33, 0.11], [-1.37, -0.06, -2.29], [2.82, 0.27, 1.46], [0.51, -0.19, 1.21], [-0.52, 0.33, -1.25], [0.32, -1.06, 2.36], [2.14, -0.86, -0.05], [-0.68, 0.80, -2.17], [0.70, -0.55, 0.15], [-0.07, -1.54, 1.50], [-0.37, 2.18, 1.04], [1.44, 1.99, 0.31], [-1.13, 0.27, -2.22], [2.17, 0.91, -0.88], [-0.47, -1.81, -1.73], [2.36, 0.02, 0.74], [-0.93, 1.17, 2.12], [2.82, 0.03, 0.30], [0.81, -2.95, -0.10], [-2.14, -1.86, -0.47], [-2.61, 1.71, -0.32], [-1.89, -1.32, -0.15], [-0.74, 1.04, -0.81]]
}


No. 4
{
  "formula": "C4H8N2O",
  "method": "the ωB97M-V functional and the def2-TZVPD basis",
  "largest_force_ev_per_a": 0.35,
  "total_charge": 0,
  "mol_weight_g_mol": 100.12,
  "lumo_energy_ev": 0.8877,
  "smiles": "NC(=O)CN1CC1",
  "homo_ev": -8.956,
  "e_above_lowest_kcal_mol": 42.2,
  "elements": ["N", "C", "O", "C", "N", "C", "C", "H", "H", "H", "H", "H", "H", "H", "H"],
  "coordinates": [[-0.692, 0.668, -2.236], [-0.803, 0.568, -0.884], [-1.104, 1.524, -0.189], [-0.483, -0.811, -0.300], [0.617, -0.846, 0.656], [0.596, 0.085, 1.770], [1.589, 0.234, 0.677], [-0.797, 1.578, -2.659], [-0.418, -0.109, -2.812], [-1.377, -1.178, 0.216], [-0.255, -1.524, -1.103], [-0.202, 0.821, 1.789], [0.885, -0.338, 2.728], [1.448, 1.085, 0.012], [2.624, -0.072, 0.814]],
  "atomic_forces_ev_per_a": [[0.05, 0.07, -0.06], [0.00, 0.09, 0.12], [0.01, -0.26, -0.24], [-0.11, -0.05, -0.03], [-0.07, -0.07, -0.12], [-0.09, 0.09, 0.26], [0.23, 0.14, -0.09], [-0.08, -0.13, 0.06], [0.02, 0.07, 0.10], [0.05, 0.08, -0.10], [-0.01, 0.15, 0.11], [0.13, -0.08, 0.03], [0.02, 0.04, -0.15], [0.01, -0.16, 0.09], [-0.17, 0.01, 0.01]]
}


No. 5
{
  "formula": "C24H24ClNO4S",
  "method": "the ωB97M-V functional and the def2-TZVPD basis",
  "largest_force_ev_per_a": 2.28,
  "total_charge": 0,
  "mol_weight_g_mol": 457.98,
  "lumo_energy_ev": -1.2350,
  "homo_ev": -5.877,
  "elements": ["Cl", "C", "S", "C", "C", "C", "C", "C", "C", "O", "O", "H", "H", "H", "H", "H", "H", "C", "O", "C", "C", "C", "C", "C", "C", "C", "N", "C", "C", "C", "C", "C", "C", "C", "O", "C", "C", "H", "H", "H", "H", "H", "H", "H", "H", "H", "H", "H", "H", "H", "H", "H", "H", "H", "H"],
  "coordinates": [[-0.343, 1.843, -1.861], [-0.687, 0.732, -0.446], [-1.625, 1.806, 0.725], [-3.217, 2.136, 0.063], [-3.711, 3.438, -0.065], [-5.032, 3.646, -0.479], [-5.913, 2.574, -0.677], [-5.418, 1.273, -0.467], [-4.115, 1.054, -0.030], [-1.915, 0.922, 1.851], [-0.886, 3.053, 0.893], [-1.465, -0.064, -0.738], [-3.116, 4.331, 0.154], [-5.385, 4.678, -0.580], [-6.984, 2.742, -0.828], [-6.107, 0.421, -0.557], [-3.798, 0.049, 0.295], [4.936, 1.802, 4.497], [4.475, 0.463, 4.087], [3.565, 0.396, 3.064], [3.012, -0.861, 2.836], [2.028, -1.052, 1.872], [1.541, 0.028, 1.051], [0.585, -0.296, -0.113], [1.319, -0.677, -1.282], [0.865, -1.610, -2.342], [-0.122, -2.707, -1.964], [-1.380, -2.309, -1.660], [-2.294, -3.194, -1.082], [-1.955, -4.554, -1.007], [-0.694, -4.956, -1.429], [0.246, -4.011, -1.836], [2.704, -0.162, -1.601], [2.837, 0.641, -2.919], [3.713, -0.403, -0.938], [2.027, 1.303, 1.352], [3.065, 1.494, 2.280], [5.549, 1.535, 5.364], [5.535, 2.259, 3.694], [4.116, 2.486, 4.792], [3.349, -1.647, 3.503], [1.649, -2.057, 1.678], [-0.216, -1.093, 0.175], [0.339, -1.111, -3.167], [1.769, -2.085, -2.751], [-1.567, -1.256, -1.914], [-3.251, -2.766, -0.763], [-2.688, -5.280, -0.662], [-0.390, -6.023, -1.494], [1.290, -4.215, -2.149], [1.825, 0.934, -3.278], [3.462, 1.568, -2.829], [3.389, 0.030, -3.677], [1.654, 2.249, 0.886], [3.430, 2.504, 2.473]],
  "atomic_forces_ev_per_a": [[-0.34, -0.77, 0.48], [-1.04, 0.33, -1.06], [1.77, -0.29, 1.41], [-1.30, 0.23, 0.17], [0.04, 0.12, -0.65], [-0.38, -0.12, 0.24], [0.82, -0.06, 0.53], [-0.61, -0.05, 0.23], [0.27, 0.01, -0.41], [0.43, 0.57, -0.55], [-1.05, -1.11, -0.03], [0.86, 2.01, 0.17], [0.16, -0.62, -0.17], [0.08, -0.43, 0.06], [0.52, -0.07, -0.32], [0.37, 0.41, 0.10], [-0.10, 0.60, -0.38], [-0.22, -1.32, -0.26], [-0.08, 1.62, -0.21], [-1.03, 1.33, -1.03], [-0.40, 0.02, -0.08], [-0.10, 1.07, -1.03], [-0.10, -0.46, 1.19], [-1.52, -0.67, 1.55], [0.95, -0.85, -0.21], [-0.05, 0.69, -0.71], [0.30, -0.47, 0.75], [0.53, -0.07, 0.12], [0.23, 0.10, -0.45], [-0.39, 0.89, -0.05], [1.15, -0.66, -0.43], [-0.10, 0.77, -0.28], [0.77, -0.35, 0.55], [0.16, 0.18, -0.40], [-1.12, 0.61, -0.65], [0.26, 0.54, -0.23], [0.45, -1.09, 1.32], [-0.01, 0.52, -0.21], [-0.16, -0.15, 0.31], [0.23, -0.56, -0.21], [-0.11, -0.18, -0.25], [0.04, 0.20, 0.09], [1.85, 0.34, 0.23], [-0.36, -0.08, -0.52], [-0.54, -0.18, -0.18], [-0.15, -0.78, 0.12], [0.34, -0.52, -0.17], [0.22, 0.14, 0.00], [-0.38, 0.94, 0.30], [-0.92, -0.05, 0.42], [0.85, -0.28, 0.00], [-0.56, -0.83, 0.35], [-0.58, 0.27, 0.44], [0.15, -1.17, 0.08], [-0.13, -0.28, -0.11]]
}


No. 6
{
  "formula": "C15H14NO5",
  "method": "the ωB97M-V functional and the def2-TZVPD basis",
  "largest_force_ev_per_a": 1.75,
  "total_charge": -1,
  "mol_weight_g_mol": 288.28,
  "lumo_energy_ev": 2.2372,
  "homo_ev": -4.502,
  "e_above_lowest_kcal_mol": 7.7,
  "elements": ["C", "N", "C", "O", "C", "C", "C", "C", "C", "C", "C", "O", "O", "C", "C", "C", "O", "C", "O", "C", "C", "H", "H", "H", "H", "H", "H", "H", "H", "H", "H", "H", "H", "H", "H"],
  "coordinates": [[0.921, -1.701, 0.195], [0.304, -1.581, 1.197], [3.838, -7.161, -4.933], [2.751, -6.462, -4.276], [2.865, -5.149, -3.948], [1.755, -4.541, -3.293], [1.843, -3.245, -2.841], [3.041, -2.496, -2.968], [3.149, -1.192, -2.360], [4.286, -0.690, -1.800], [4.242, 0.713, -1.320], [3.305, 1.458, -1.487], [5.313, 1.130, -0.560], [6.547, 0.424, -0.779], [7.068, 0.647, -2.188], [7.558, 0.892, 0.278], [6.336, -0.984, -0.529], [5.289, -1.589, -1.168], [5.181, -2.793, -1.086], [4.110, -3.092, -3.685], [4.029, -4.377, -4.191], [3.449, -8.166, -5.102], [4.093, -6.697, -5.895], [4.727, -7.212, -4.291], [0.852, -5.131, -3.142], [1.012, -2.762, -2.318], [2.279, -0.543, -2.334], [6.350, 0.308, -2.944], [7.268, 1.716, -2.327], [8.008, 0.097, -2.307], [7.160, 0.696, 1.280], [8.499, 0.346, 0.152], [7.747, 1.965, 0.166], [5.024, -2.518, -3.836], [4.872, -4.809, -4.737]],
  "atomic_forces_ev_per_a": [[-0.87, 0.23, 1.26], [0.91, -0.20, -1.48], [-0.63, 0.60, 0.45], [0.31, -0.44, -0.49], [0.30, 1.07, 0.42], [0.68, -0.82, -0.60], [0.31, 0.87, 0.07], [-0.06, -1.40, -0.63], [0.49, 0.35, 0.15], [-0.11, -0.05, 0.57], [-1.03, 0.33, 0.19], [1.01, -0.34, 0.08], [0.50, -0.18, -0.46], [-0.29, -0.33, 0.57], [0.11, 0.09, -0.14], [-0.43, -0.11, -0.17], [0.07, 0.56, -0.29], [-0.26, -1.13, -0.06], [0.52, 1.13, -0.02], [-0.54, 0.60, 0.43], [-0.54, -0.73, 0.04], [0.10, 0.14, 0.01], [-0.07, -0.02, 0.20], [-0.18, 0.10, -0.09], [0.24, 0.13, -0.02], [0.27, -0.32, -0.01], [0.04, -0.05, -0.13], [0.20, 0.10, 0.17], [-0.09, -0.20, -0.03], [-0.19, 0.06, -0.03], [0.04, 0.04, -0.24], [-0.25, 0.08, -0.01], [-0.09, -0.20, -0.01], [-0.20, -0.13, 0.03], [-0.30, 0.20, 0.25]]
}